10
Properties=species:S:1:pos:R:3:forces:R:3 method="wB97M-V/def2-TZVPD" e_lumo_ha="-0.1630 / -0.3315" orbital_gap_ev="8.505 / 7.317" total_charge=+1 multiplicity=3 energy_ha=-284.2557 homo_ev="-12.9 / -16.3"
C 0.61225 -0.54304 -0.79308 -0.49 4.05 -0.34
C -0.11205 -1.69272 -0.89777 1.37 -0.19 0.51
C -1.09324 -0.56056 0.67488 -0.21 1.09 1.47
C -0.93100 1.16806 0.50225 -1.72 0.53 -2.05
N -0.03881 0.14029 0.19657 3.28 -0.23 1.23
O -1.10287 -1.66566 0.01673 -1.70 -3.06 -1.02
H 1.27807 0.18303 -1.33764 -0.25 -1.95 -0.02
H 0.23717 -2.63417 -1.22234 -0.47 -0.90 -0.98
H -1.40244 1.71928 -0.30081 0.13 0.11 0.11
H -0.92175 1.49786 1.50215 0.06 0.55 1.08


10
Properties=species:S:1:pos:R:3:forces:R:3 method="wB97M-V/def2-TZVPD" e_lumo_ha=0.1416 orbital_gap_ev=5.752 total_charge=-1 energy_ha=-607.6512 homo_ev=-1.9
C 0.94028 0.85342 -0.06668 4.31 0.98 0.04
C 1.68617 1.87735 -0.20668 -2.71 -1.59 0.13
C 0.45986 -0.46910 0.06178 -1.53 0.97 0.33
C -1.92009 0.69597 0.34231 3.58 0.47 -0.81
N -0.99159 -0.29972 0.16834 -1.90 0.06 0.83
S -3.48023 0.40981 -0.13634 -1.49 -0.03 0.14
H 1.94325 2.93560 -0.19764 0.03 -0.95 0.10
H -1.56986 1.75868 0.50173 -0.06 -1.42 0.10
H 0.94378 -1.48606 0.38558 -1.05 2.59 -0.50
H -1.65162 -1.05092 0.00808 0.82 -1.07 -0.36


15
Properties=species:S:1:pos:R:3:forces:R:3 method="wB97M-V/def2-TZVPD" e_lumo_ha="-0.4673 / -0.3598" orbital_gap_ev="4.700 / 7.633" total_charge=+2 multiplicity=5 energy_ha=-1166.9138 homo_ev="-17.4 / -17.4"
O 2.19236 -1.14426 -0.15645 2.58 1.69 -0.91
C 0.88388 -1.33045 0.13159 -1.91 0.89 1.99
C 0.03385 -0.08188 -0.00634 -1.10 0.42 -2.49
O -1.29773 -0.36956 0.21441 2.67 -0.87 1.21
H 0.62791 -1.45112 1.25010 1.06 -1.13 -0.97
H 0.39412 -2.10249 -0.49059 0.25 0.04 0.49
H 0.16892 0.37759 -0.99575 -0.11 0.34 0.26
C -2.24003 0.42820 -0.33865 -1.77 1.83 -1.26
O -2.02497 1.35792 -1.06160 0.58 -0.72 0.60
O -3.44296 0.04158 0.02746 0.30 -0.16 -0.06
H -3.41841 -0.78260 0.53477 -0.12 0.02 0.11
O 2.31648 1.85485 -0.03248 0.87 -0.20 -0.23
C 1.41025 1.85623 0.77667 -1.29 -1.68 -0.35
O 0.43498 1.07881 0.97218 0.61 0.61 0.35
Nd 3.96136 0.26718 -0.82532 -2.62 -1.08 1.25